The following is a quantum chemistry calculation of a molecular structure, C15H20FeNO3 in a non-equilibrium geometry, from the Open Molecules 2025 dataset.

Positions of all 40 atoms, in Å:
1 C 1.4062 -0.5372 -3.3014
2 N 0.3608 -0.4535 -2.2690
3 C -0.3702 -1.7334 -2.1126
4 C -1.8608 -1.7582 -2.4688
5 C -2.6221 -0.4929 -2.0923
6 C -1.9052 0.6971 -2.7178
7 C -0.4303 0.8190 -2.3305
8 H 1.7205 0.4682 -3.5876
9 H 2.2904 -1.0646 -2.9089
10 H 1.0906 -1.0664 -4.2215
11 H 0.1621 -2.4757 -2.7255
12 H -0.2295 -2.0425 -1.0691
13 H -1.9261 -1.8965 -3.5566
14 H -2.3114 -2.6436 -2.0059
15 H -3.6396 -0.5598 -2.4986
16 H -2.7146 -0.3864 -1.0013
17 H -1.9526 0.5947 -3.8098
18 H -2.4078 1.6361 -2.4652
19 H -0.3308 1.3070 -1.3494
20 H 0.0734 1.4855 -3.0488
21 O -1.8998 1.3523 2.7486
22 C -1.1259 1.0355 3.5682
23 Fe 0.3591 1.0118 4.5788
24 C 0.7878 2.6738 4.0966
25 O 0.9554 3.5404 3.3284
26 C -0.1357 1.2467 6.2358
27 O -0.5860 1.8350 7.1341
28 C 1.3881 -0.1914 0.1131
29 C 0.2715 -0.7818 0.9637
30 C 0.3451 -0.5984 2.4691
31 C 1.5270 -0.0265 3.0758
32 C 2.3444 0.7890 2.1803
33 C 2.3605 0.5655 0.7665
34 H 1.4523 -0.4933 -0.9286
35 H -0.7545 -0.4716 0.6437
36 H 0.2642 -1.8936 0.8907
37 H -0.2132 -1.3812 3.0255
38 H 2.0915 -0.6443 3.8207
39 H 2.9733 1.5654 2.6530
40 H 3.1918 0.9701 0.1762

Cartesian forces (eV/Å) of the 3 atoms listed first:
C 1.1 0.3 0.1
N -2.2 -0.1 -3.6
C 0.6 -0.6 0.8

Its LUMO energy (spin up / spin down) is -3.16 / -6.97 eV. The expectation value of S² is 6.1218. The HOMO-LUMO gap (spin up / spin down) comes out at 7.12 / 3.77 eV. The charge is +1. As for the multiplicity: 5.

Per-atom Löwdin charges, elementary charge units: -0.004 -0.083 -0.121 -0.148 -0.181 -0.154 -0.102 0.103 0.122 0.132 0.138 0.112 0.126 0.132 0.129 0.120 0.126 0.133 0.143 0.132 0.081 -0.180 0.185 -0.134 0.099 -0.186 0.091 -0.062 -0.170 -0.081 -0.202 -0.055 -0.055 0.061 0.114 0.127 0.130 0.150 0.118 0.114

The following is a quantum chemistry calculation of a molecular structure, C15H20GdN9S3, from the Open Molecules 2025 dataset.

Positions of all 48 atoms, in Å:
1 Gd -0.5963 -1.0043 -0.1554
2 N -4.1319 0.5881 2.4733
3 C -3.0168 0.3593 1.6894
4 S -3.1619 -1.0808 0.6740
5 N -2.0753 1.2294 1.7901
6 N -0.9431 1.1023 0.9592
7 C -0.1321 2.1035 1.1797
8 C 1.1075 2.4854 0.6707
9 C 1.7992 3.6289 1.1280
10 C 3.1237 3.8311 0.8580
11 C 3.8666 2.6803 0.4123
12 C 3.2424 1.6330 -0.1287
13 N 1.8214 1.9047 -0.4869
14 H -4.6612 -0.2275 2.7304
15 H -3.9768 1.2582 3.2114
16 H -0.4739 2.8081 1.9392
17 H 1.2506 4.3215 1.7556
18 H 3.6401 4.7066 1.2186
19 H 4.9256 2.5953 0.6195
20 H 3.6021 0.6424 -0.3545
21 N 1.2003 0.7812 -1.1348
22 C 0.8218 1.0771 -2.5181
23 C -0.5755 1.6698 -2.5732
24 N -1.5628 0.7812 -1.9457
25 C -2.5236 0.1482 -2.8562
26 C -1.9842 -1.1606 -3.3998
27 N -1.7940 -2.1150 -2.2982
28 H 1.8637 0.0074 -1.1025
29 H 1.8637 2.6666 -1.1818
30 H 1.5592 1.7231 -3.0121
31 H 0.8540 0.1158 -3.0336
32 H -0.5945 2.6389 -2.0659
33 H -0.8363 1.8713 -3.6171
34 H -2.0550 1.2899 -1.2216
35 H -3.4285 -0.0550 -2.2798
36 H -2.8018 0.8146 -3.6801
37 H -2.6564 -1.5421 -4.1742
38 H -1.0139 -1.0091 -3.8794
39 H -2.6899 -2.4812 -1.9901
40 H -1.2299 -2.9048 -2.5935
41 S 1.6487 -1.4996 1.3311
42 C 2.2626 -2.3706 -0.0616
43 S 1.3825 -2.3671 -1.5806
44 C 3.4644 -3.0237 0.0268
45 C 4.0475 -3.6743 -1.1082
46 N 4.5301 -4.1751 -2.0252
47 C 4.2193 -3.0388 1.2445
48 N 4.8367 -3.0497 2.2156

Cartesian forces (eV/Å) of the 3 atoms listed first:
Gd 0.4 0.2 -0.3
N 0.0 0.0 0.0
C -0.1 0.0 0.1

Its LUMO energy (spin up / spin down) is -0.12 / -2.67 eV. The value obtained for the energy above the lowest of the compared OMol25 structures with the same formula, charge and spin is 343.2 kJ/mol. The expectation value of S² is 16.0438. The HOMO-LUMO gap (spin up / spin down) comes out at 7.40 / 4.82 eV. As for the multiplicity: 8.

Per-atom Löwdin charges, elementary charge units: 1.017 0.033 -0.889 0.486 -0.025 -0.198 -0.119 -0.196 -0.068 -0.099 -0.080 -0.028 -0.053 0.063 0.088 0.128 0.119 0.094 0.119 0.118 -0.082 -0.176 -0.178 -0.129 -0.217 -0.239 -0.086 0.015 0.174 0.135 0.092 0.126 0.125 0.090 0.106 0.121 0.120 0.112 0.074 0.055 0.511 -1.141 0.503 -0.402 -0.264 0.151 -0.262 0.155

The following is a quantum chemistry calculation of a molecular structure, C15H20I2LaN3O in a non-equilibrium geometry, from the Open Molecules 2025 dataset.

Positions of all 42 atoms, in Å:
1 C 3.6299 3.7369 -3.0676
2 I 3.7019 1.7806 -2.5650
3 H 2.8819 3.4922 -2.4643
4 H 3.5833 3.5524 -4.0817
5 H 4.4676 4.1394 -2.5639
6 C 0.0539 -2.0036 -4.6143
7 C -0.5755 -0.8667 -2.7287
8 N -0.1289 -2.0750 -3.2360
9 H -0.3520 -0.3039 -5.9343
10 I -4.1402 -0.8658 -0.5732
11 N -0.7180 -0.0861 -3.8363
12 H 0.4249 -2.8542 -5.1981
13 La -1.1093 -1.0174 -0.1749
14 C 0.8077 0.7506 -0.2166
15 O 0.0562 1.6677 -0.0649
16 C -0.3132 -0.7853 -4.9683
17 C -1.2552 1.2758 -3.8258
18 H -1.4705 1.5436 -4.8762
19 H -0.5106 1.9852 -3.4149
20 H -2.1804 1.3252 -3.2206
21 C 0.0816 -3.2608 -2.4462
22 H 0.0895 -4.1717 -3.0575
23 H -0.6947 -3.4238 -1.6909
24 H 1.0247 -3.2852 -1.8913
25 C -2.2960 1.3971 2.6737
26 C -1.3828 0.7223 3.6489
27 C -1.4175 0.9458 5.0167
28 C -0.5284 0.3012 5.8884
29 C 0.4892 -0.5085 5.3652
30 C 0.5680 -0.7712 4.0060
31 C 1.6520 -1.6403 3.4571
32 C -0.4409 -0.2309 3.1382
33 N -0.5466 -0.7024 1.8899
34 H -2.9515 0.6769 2.1576
35 H -1.7438 1.9500 1.8970
36 H -2.9275 2.1063 3.2146
37 H -2.1899 1.6097 5.3981
38 H -0.6223 0.4773 6.9623
39 H 1.1919 -0.9643 6.0622
40 H 2.6406 -1.3612 3.8514
41 H 1.4818 -2.6948 3.7154
42 H 1.6691 -1.5630 2.3685

Cartesian forces (eV/Å) of the 3 atoms listed first:
C 2.7 0.8 -0.6
I 1.6 -5.9 0.8
H -4.8 3.1 1.9

Its LUMO energy (spin up / spin down) is 3.54 / 3.52 eV. The HOMO-LUMO gap (spin up / spin down) comes out at 3.26 / 1.49 eV. The charge is -2.

Per-atom Löwdin charges, elementary charge units: -0.629 0.103 -0.219 -0.076 -0.030 -0.082 -0.219 -0.166 0.110 -0.333 -0.141 0.121 1.035 -0.337 -0.215 -0.091 -0.030 0.082 0.092 0.089 -0.073 0.091 0.057 0.096 -0.086 -0.247 -0.109 -0.163 -0.112 -0.259 -0.095 -0.382 -0.338 0.026 0.065 0.059 0.084 0.064 0.088 0.067 0.065 0.040

The following is a quantum chemistry calculation of a molecular structure, C15H20IrN10O2, from the Open Molecules 2025 dataset.

Positions of all 48 atoms, in Å:
1 Ir -0.3249 1.3823 -0.3093
2 C 5.3187 1.9198 -0.2243
3 C 4.3976 2.3688 0.7427
4 C 3.0417 1.8393 0.8229
5 C 2.6752 0.8692 -0.0481
6 C 3.6042 0.4042 -1.0167
7 C 4.9222 0.9462 -1.1056
8 N 1.3406 0.2254 0.0175
9 N 1.5078 -1.0016 0.0659
10 C -0.9682 -1.4909 0.6924
11 C -1.4938 -2.1468 1.9065
12 C -2.8103 -2.4009 1.9642
13 C -3.6980 -2.2144 0.8138
14 C -3.2784 -1.6332 -0.3073
15 N -1.9205 -1.1318 -0.3487
16 H 6.3160 2.3432 -0.2583
17 H 4.6690 3.1282 1.4694
18 H 2.3974 2.2157 1.6055
19 H 3.3213 -0.3671 -1.7272
20 H 5.5701 0.5517 -1.8800
21 H -0.8243 -2.3892 2.7208
22 H -3.2265 -2.8405 2.8618
23 H -4.6988 -2.6256 0.8550
24 H -3.8212 -1.5708 -1.2380
25 N -1.0766 2.8249 1.3782
26 N -2.2227 3.4985 0.8564
27 C -2.5374 3.3985 -0.4487
28 N -3.4555 4.1240 -1.0265
29 N -1.7984 2.4359 -1.0498
30 N -1.6787 2.1258 -2.3665
31 O -0.7089 1.2875 -2.4481
32 O -2.3437 2.5295 -3.2483
33 H -1.3761 2.2954 2.1974
34 H -0.4206 3.5396 1.6908
35 H -2.7128 4.1406 1.4686
36 H -3.9476 4.8650 -0.5391
37 H -3.7037 3.9728 -1.9974
38 C -0.4161 -4.1348 -0.1625
39 N 0.6436 -3.1018 -0.1317
40 C 1.9709 -3.6315 -0.5139
41 C 0.3886 -1.8775 0.1702
42 N -1.4806 -0.1326 0.4513
43 H -0.2233 -4.7612 -1.0326
44 H -1.4045 -3.6928 -0.2233
45 H -0.3210 -4.7487 0.7362
46 H 2.0110 -3.6804 -1.6039
47 H 2.0296 -4.6435 -0.1169
48 H 2.7676 -3.0145 -0.1152

Cartesian forces (eV/Å) of the 3 atoms listed first:
Ir -0.2 -0.1 -0.2
C 0.1 -0.1 -0.1
C -0.4 -0.1 0.1

Its LUMO energy (spin up / spin down) is -14.33 / -16.17 eV. The value obtained for the energy above the lowest of the compared OMol25 structures with the same formula, charge and spin is 24.1 kJ/mol. The expectation value of S² is 1.0856. The HOMO-LUMO gap (spin up / spin down) comes out at 6.01 / 4.08 eV. The charge is +4. As for the multiplicity: 2.

Per-atom Löwdin charges, elementary charge units: 1.314 0.053 0.139 0.069 -0.195 0.134 0.070 -0.110 0.160 -0.357 -0.001 0.010 0.002 -0.014 0.006 0.158 0.157 0.132 0.147 0.156 0.139 0.142 0.142 0.134 0.020 0.066 -0.327 0.302 -0.056 -0.363 -0.042 0.266 0.134 0.133 0.196 0.175 0.152 0.076 -0.026 0.059 -0.090 0.000 0.135 0.095 0.145 0.134 0.129 0.099

The following is a quantum chemistry calculation of a molecular structure, C15H20MnN7OS, from the Open Molecules 2025 dataset.

Positions of all 45 atoms, in Å:
1 Mn -0.7448 1.0084 -0.2050
2 C 3.5386 -1.5118 0.4200
3 N 2.9568 -0.2739 -0.0806
4 C 3.0509 -0.0185 -1.5104
5 C 1.9990 0.4161 0.6053
6 N 1.5663 1.5894 0.2936
7 N 1.5468 -0.2484 1.7496
8 C 0.4345 0.1515 2.4920
9 N 0.3949 -0.5187 3.6967
10 N -0.4577 0.9542 2.0661
11 H 2.9043 -2.3864 0.2502
12 H 3.7568 -1.4151 1.4838
13 H 4.4849 -1.6707 -0.0971
14 H 3.4453 -0.9093 -1.9946
15 H 3.7096 0.8279 -1.7359
16 H 2.0486 0.1561 -1.9116
17 H 2.0711 1.9472 -0.5091
18 H 1.5177 -1.2636 1.6106
19 H 1.2750 -0.7974 4.0931
20 H -0.3363 -0.2773 4.3408
21 H -1.1869 1.1421 2.7454
22 O -2.8213 1.5326 0.1482
23 N -3.4093 2.5401 -0.4513
24 C -4.7414 2.6723 -0.2644
25 C -5.4624 3.6888 -0.8282
26 C -4.7846 4.6125 -1.6284
27 C -3.4366 4.4683 -1.8205
28 C -2.6982 3.4169 -1.2338
29 S -1.0237 3.2229 -1.4569
30 H -5.1586 1.9003 0.3638
31 H -6.5256 3.7496 -0.6479
32 H -5.3150 5.4320 -2.0967
33 H -2.8793 5.1589 -2.4364
34 N -0.2507 -0.7561 -0.7842
35 C 0.2278 -1.9493 -0.6436
36 C 0.1365 -2.7370 0.5893
37 C 0.7722 -3.9510 0.7679
38 C 1.5394 -4.5420 -0.2405
39 C 1.5801 -3.8740 -1.4790
40 C 0.9595 -2.6673 -1.6880
41 H -0.5027 -2.3313 1.3714
42 H 0.6621 -4.4682 1.7195
43 H 2.0284 -5.4968 -0.0950
44 H 2.1226 -4.3316 -2.3045
45 H 1.0054 -2.1923 -2.6638

Cartesian forces (eV/Å) of the 3 atoms listed first:
Mn 0.1 -0.1 0.0
C 0.0 0.0 0.0
N -0.1 0.0 0.0

Its LUMO energy (spin up / spin down) is 2.87 / 2.86 eV. The value obtained for the energy above the lowest of the compared OMol25 structures with the same formula, charge and spin is 0.0 kJ/mol. The expectation value of S² is 8.7627. The HOMO-LUMO gap (spin up / spin down) comes out at 4.82 / 5.07 eV. The charge is -1. As for the multiplicity: 6.

Per-atom Löwdin charges, elementary charge units: 0.560 -0.053 -0.139 -0.070 -0.491 0.082 0.121 -0.517 0.138 0.104 0.056 0.083 0.086 0.081 0.078 0.074 0.039 0.098 0.091 0.089 0.067 -0.240 -0.224 -0.041 -0.090 -0.105 -0.115 -0.695 0.606 0.128 0.093 0.097 0.093 -0.126 -0.532 -0.124 -0.185 -0.201 -0.183 -0.105 0.077 0.080 0.058 0.079 0.079

The following is a quantum chemistry calculation of 2 unconnected molecules or ions with the total composition C15H20N in a non-equilibrium geometry, from the Open Molecules 2025 dataset.

Positions of all 36 atoms, in Å:
1 C 2.0998 1.2304 1.8032
2 C 1.1101 0.1585 1.6576
3 C 1.2874 -1.1875 1.3499
4 C -0.0023 -1.7815 1.2614
5 C -0.9397 -0.7851 1.5525
6 C -2.4077 -0.8219 1.5831
7 N -0.2392 0.3677 1.7975
8 H 3.0959 0.8228 1.6026
9 H 1.9221 2.0555 1.0985
10 H 2.0907 1.6369 2.8221
11 H 2.2420 -1.6366 1.1277
12 H -0.2430 -2.8062 0.9978
13 H -2.7401 -1.8277 1.3127
14 H -2.7871 -0.5955 2.5869
15 H -2.8583 -0.1115 0.8770
16 H -0.6637 1.2520 2.0430
17 C 2.7136 -3.5632 2.7980
18 C 2.9032 -2.4120 3.7108
19 C 2.0407 -2.3375 4.9120
20 C 4.0467 -1.5885 3.5958
21 C 4.2168 -0.4254 4.4099
22 C 5.3763 0.3275 4.3520
23 C 6.4061 -0.0304 3.4658
24 C 6.2579 -1.1504 2.6311
25 C 5.0982 -1.9056 2.6759
26 H 3.1225 -3.3796 1.7976
27 H 3.2225 -4.4616 3.1694
28 H 1.6512 -3.8025 2.6878
29 H 2.0970 -1.3796 5.4282
30 H 0.9940 -2.5180 4.6553
31 H 2.3411 -3.0962 5.6480
32 H 3.4237 -0.1240 5.1003
33 H 5.4745 1.1929 5.0037
34 H 7.3108 0.5744 3.4096
35 H 7.0501 -1.4431 1.9431
36 H 4.9976 -2.7872 2.0320

Cartesian forces (eV/Å) of the 3 atoms listed first:
C 0.5 0.5 0.1
C -0.4 -1.1 -0.1
C -0.2 0.8 0.1

Its LUMO energy is -5.64 eV. The value obtained for the energy above the lowest of the compared OMol25 structures with the same formula, charge and spin is 0.0 kJ/mol. The HOMO-LUMO gap comes out at 4.89 eV. The charge is +1.

Per-atom Löwdin charges, elementary charge units: -0.037 -0.323 -0.077 -0.047 -0.324 -0.037 0.114 0.078 0.093 0.081 0.085 0.105 0.087 0.085 0.090 0.171 -0.034 -0.149 0.006 -0.177 0.014 -0.035 -0.001 -0.033 0.023 0.080 0.129 0.101 0.079 0.109 0.132 0.117 0.122 0.126 0.123 0.124